DFT (ωB97M-V/def2-TZVPD) results for 8 unconnected molecules or ions with the total composition C38H98N6O14.

```
156
Properties=species:S:1:pos:R:3:forces:R:3:lowdin_spin:R:1
C 0.737430 -0.737196 -0.964969 -0.68 -1.26 0.57 0.0145
O 1.916480 -0.339228 -1.554779 0.86 0.98 -0.20 0.0307
H 0.962918 -1.009469 0.066107 -0.07 0.00 0.17 0.0020
H -0.104557 -0.044993 -0.968501 0.14 0.37 -0.13 0.0032
H 0.408439 -1.644368 -1.471840 -0.53 -0.31 0.11 0.0025
H 1.688387 0.073299 -2.391080 0.39 0.32 -0.48 0.0112
C 2.328604 -0.227928 -5.067981 -0.07 -1.08 -0.04 0.1587
O 2.227524 0.901801 -4.215519 0.04 -0.58 -0.54 0.1336
H 3.349858 -0.572167 -5.231185 0.30 0.12 0.30 0.0277
H 1.783448 -1.055324 -4.613764 -0.08 -0.01 0.05 0.0084
H 1.937342 -0.081552 -6.074755 -0.37 0.35 0.04 0.0306
H 2.568493 1.581554 -4.801413 0.07 1.10 0.22 0.0661
C 9.241757 4.409433 0.948167 0.26 0.30 0.53 0.0045
O 8.954856 4.866932 -0.334910 -0.73 0.34 -0.28 0.0007
C 8.731730 3.844049 -1.276053 -0.98 -0.85 -0.39 0.0054
C 7.466910 2.925489 -1.119870 1.36 0.79 0.39 0.0145
N 6.216901 3.633028 -1.197552 0.24 -0.58 -1.07 0.0019
C 5.091192 2.706251 -1.229195 -2.12 0.96 -0.46 0.0122
C 3.862811 3.247858 -2.064064 0.01 0.62 1.48 0.0219
O 3.217971 4.374798 -1.419128 2.01 0.24 0.60 0.0063
C 2.153841 4.889592 -2.147092 0.02 -0.25 -0.26 0.0283
H 8.402212 3.954642 1.473930 -0.20 -0.40 -0.24 0.0017
H 9.503845 5.269135 1.564874 0.16 0.14 -0.17 0.0006
H 10.100030 3.738276 0.916209 0.06 -0.32 0.19 0.0007
H 9.602343 3.188522 -1.296500 0.24 -0.23 -0.01 0.0011
H 8.634630 4.309170 -2.257031 0.10 0.26 0.11 0.0019
H 7.554856 2.329538 -0.211457 0.11 -0.17 0.50 0.0016
H 7.565422 2.191361 -1.919519 -0.21 0.10 -0.29 0.0091
H 6.184095 4.385764 -0.524934 -0.46 -0.20 0.07 0.0006
H 4.774592 2.400894 -0.231891 -0.16 -0.01 0.19 0.0007
H 5.291167 1.783193 -1.773325 0.71 0.05 0.02 0.0125
H 3.024344 2.557702 -2.157626 0.53 -0.88 -0.26 0.0047
H 4.271131 3.502569 -3.042072 -0.22 0.24 -0.20 0.0242
H 1.387891 4.114499 -2.121336 -0.65 0.29 -0.54 0.0107
H 2.455064 5.148873 -3.162047 -0.10 -0.29 -0.39 0.0196
H 1.801213 5.830537 -1.724755 0.06 -0.26 0.53 0.0019
C 2.783331 1.601909 2.062668 -0.78 -0.23 -0.09 0.0064
O 2.106115 2.671523 2.672698 -0.62 0.46 1.37 0.0018
C 1.888322 2.456416 4.076777 -0.57 1.00 0.28 0.0040
C 1.079139 3.629382 4.743231 1.63 -0.59 -2.79 0.0038
N -0.260763 3.750364 4.218302 -1.42 0.09 2.76 0.0008
C -0.880381 4.722641 5.173269 -1.52 0.10 -1.38 0.0025
C -2.366853 5.004494 4.967135 0.60 0.59 -1.08 0.0029
O -2.526253 6.152846 4.096941 0.61 -1.08 0.84 0.0007
C -3.858262 6.572174 4.036825 -0.01 0.30 0.05 0.0017
H 3.652326 1.302605 2.648643 0.62 0.35 -0.43 0.0033
H 2.896532 1.902637 1.021101 0.76 -0.09 0.17 0.0008
H 2.180317 0.694746 2.023493 -0.48 -0.20 0.11 0.0013
H 2.847526 2.444286 4.594340 0.29 -0.34 0.03 0.0016
H 1.345918 1.524039 4.233546 0.02 -0.26 0.01 0.0008
H 1.620414 4.529138 4.450746 0.50 0.35 0.20 0.0005
H 1.103337 3.612508 5.832836 -0.17 -0.56 -0.13 0.0012
H -0.338782 4.064109 3.261446 0.44 0.18 0.01 0.0002
H -0.402532 5.696542 5.066990 0.33 0.19 0.50 0.0002
H -0.897732 4.377637 6.207086 0.96 -0.37 -0.12 0.0009
H -2.820057 5.240837 5.929862 -0.16 0.00 0.09 0.0006
H -2.836848 4.123355 4.530353 -0.28 -0.10 -0.01 0.0013
H -3.859002 7.653252 4.175949 -0.20 0.15 -0.46 0.0003
H -4.447738 6.181725 4.866380 -0.15 -0.27 -0.02 0.0004
H -4.271794 6.255556 3.079304 -0.42 0.24 0.05 0.0002
C -6.646976 -7.949350 0.487471 0.52 -0.07 -0.12 0.0017
O -5.783873 -6.863772 0.159691 -0.39 0.26 0.18 0.0022
C -5.291677 -6.283247 1.357998 0.54 1.09 0.08 0.0027
C -4.370292 -5.067855 1.186019 -0.02 -0.04 -1.37 0.0055
N -3.055764 -5.406217 0.642579 0.49 0.16 0.29 0.0007
C -2.140130 -4.260791 0.565673 0.15 -0.33 -0.09 0.0009
C -0.782625 -4.704477 0.030221 -0.26 0.02 -1.08 0.0007
O -0.854032 -4.934861 -1.435283 -0.07 1.33 2.04 0.0030
C 0.436521 -4.976283 -1.997537 -0.64 -1.28 -1.07 0.0158
H -5.997530 -8.770226 0.791586 -0.26 -0.34 0.26 0.0002
H -7.263382 -8.282708 -0.347417 0.40 0.32 -0.39 0.0002
H -7.360335 -7.706531 1.275033 0.13 0.19 0.31 0.0002
H -4.704936 -6.987193 1.948161 -0.17 -0.45 0.09 0.0004
H -6.123147 -5.889784 1.942754 -0.35 -0.31 0.24 0.0006
H -4.301821 -4.545971 2.140509 0.34 -0.35 0.26 0.0018
H -4.800926 -4.318040 0.522363 -0.69 0.12 -0.14 0.0018
H -3.145755 -5.555566 -0.352263 -0.58 -0.94 -0.15 0.0005
H -2.033474 -3.749546 1.522416 0.16 -0.26 0.23 0.0002
H -2.547560 -3.522188 -0.124651 0.08 0.41 -0.19 0.0004
H -0.434484 -5.639001 0.470159 -0.15 -0.10 0.26 0.0001
H -0.058849 -3.931602 0.288877 0.22 0.14 -0.39 0.0006
H 1.106237 -4.130092 -1.844106 -0.16 0.07 0.50 0.0051
H 0.273728 -5.084486 -3.069870 0.00 0.34 -0.20 0.0053
H 0.857130 -5.949452 -1.744307 0.78 0.11 0.45 0.0019
C -2.975207 0.846005 -2.054547 0.08 -1.05 -1.02 0.0174
O -2.407466 -0.486119 -2.176055 0.39 0.74 0.29 0.0033
C -2.128089 -0.782019 -3.544331 -0.59 -1.55 0.08 0.0206
C -1.706982 -2.301243 -3.720114 -0.87 2.16 -0.16 0.0062
N -1.981809 -2.743480 -5.068270 -0.66 0.46 -1.00 0.0031
C -3.411722 -2.990343 -5.487590 1.89 -1.66 0.65 0.0073
C -3.374357 -3.683857 -6.898437 0.81 2.05 -0.14 0.0073
O -2.523721 -4.814885 -7.027175 -1.64 -0.60 0.98 0.0065
C -3.180984 -5.908872 -6.353542 1.14 -0.30 -0.41 0.0087
H -2.370627 1.508244 -2.674250 -0.05 0.39 0.25 0.0104
H -3.081945 1.227704 -1.039160 0.58 -0.50 0.06 0.0007
H -3.978258 0.784510 -2.476675 -0.25 0.24 -0.19 0.0025
H -1.387387 -0.158192 -4.044649 0.28 0.35 0.44 0.0155
H -3.058798 -0.630221 -4.090981 -0.22 0.00 -0.29 0.0019
H -2.246626 -2.896269 -2.983339 0.31 -0.12 0.49 0.0003
H -0.618575 -2.328621 -3.667972 -0.05 -0.35 0.70 0.0041
H -1.399514 -3.563450 -5.161373 -0.44 -0.30 -0.75 0.0028
H -4.024489 -2.091584 -5.417910 0.28 0.11 -0.57 0.0024
H -3.811330 -3.653979 -4.720783 -0.59 -0.35 0.02 0.0012
H -2.921369 -2.932618 -7.545372 0.21 0.08 -0.06 0.0028
H -4.345254 -3.843777 -7.367348 -0.38 -0.40 0.49 0.0008
H -3.184323 -5.732422 -5.277917 -0.25 -0.10 0.03 0.0015
H -2.618277 -6.819172 -6.560469 0.34 0.13 0.12 0.0018
H -4.173062 -6.138972 -6.742060 -0.30 0.54 0.02 0.0011
C 2.953950 -7.792568 0.773226 0.79 0.08 0.71 0.0053
O 2.908540 -6.818656 1.829748 -0.45 -0.55 -0.28 0.0026
C 1.769911 -7.013761 2.682080 0.90 -0.08 0.41 0.0016
C 1.857599 -6.164750 3.967631 -0.07 0.66 -1.43 0.0013
N 1.240829 -4.859646 3.659920 1.38 -1.36 0.17 0.0005
C 1.353737 -3.970749 4.791790 -1.13 0.59 -0.39 0.0030
C 1.029401 -2.593310 4.292439 -0.61 0.69 0.67 0.0048
O -0.230963 -2.605017 3.668782 -0.23 -0.79 -0.61 0.0024
C -0.636800 -1.392373 3.140736 -1.10 1.45 0.08 0.0056
H 2.115826 -7.777201 0.076501 -0.23 0.20 0.17 0.0010
H 3.088324 -8.789547 1.192842 -0.52 -0.29 0.23 0.0005
H 3.881741 -7.679955 0.212318 -0.08 0.65 -0.04 0.0013
H 1.703081 -8.058124 2.986959 0.07 -0.36 -0.17 0.0004
H 0.870838 -6.761056 2.120024 -0.25 0.06 0.07 0.0003
H 2.881513 -5.979577 4.292314 0.15 -0.27 -0.27 0.0003
H 1.340768 -6.652188 4.794306 -0.14 -0.35 0.16 0.0003
H 0.266919 -5.111101 3.568511 -0.32 0.63 -0.32 0.0004
H 2.322244 -3.849276 5.276896 0.27 -0.77 -0.27 0.0010
H 0.615339 -4.334686 5.506226 0.03 0.51 0.80 0.0005
H 1.822032 -2.233622 3.636338 0.02 -0.04 -0.30 0.0025
H 0.949558 -1.915255 5.142132 0.26 0.35 0.27 0.0017
H -1.665189 -1.389500 2.779456 -0.13 -0.98 -0.18 0.0028
H -0.079769 -0.964633 2.307149 0.68 -0.32 0.03 0.0008
H -0.753521 -0.629992 3.910972 0.65 0.31 0.40 0.0016
C -0.259792 3.003571 0.369280 0.72 0.48 -1.32 0.0035
O -1.600287 3.176881 -0.030162 -0.68 -0.17 0.88 0.0030
C -2.415940 3.455697 1.111081 -0.81 0.72 -0.56 0.0026
C -3.784034 4.057165 0.592760 2.06 -0.35 0.68 0.0045
N -3.520806 5.167249 -0.310486 -0.21 0.18 -0.32 0.0007
C -3.277635 6.448903 0.353938 0.19 -0.12 -1.43 0.0010
C -2.608679 7.352688 -0.730561 0.15 -0.58 1.50 0.0033
O -1.343679 6.860050 -1.051003 0.98 -1.63 0.61 0.0030
C -0.651827 7.482034 -2.096047 -0.60 1.16 0.37 0.0192
H 0.323112 2.755884 -0.517839 -0.20 -0.46 -0.18 0.0040
H -0.076908 2.224034 1.108852 -0.25 0.20 0.31 0.0008
H 0.160554 3.982949 0.597840 0.07 0.05 0.91 0.0008
H -1.934419 4.195925 1.750075 0.29 0.12 0.12 0.0001
H -2.571988 2.544049 1.687832 -0.07 -0.14 0.16 0.0023
H -4.360304 4.496442 1.407045 -0.16 -0.59 0.29 0.0005
H -4.254914 3.160207 0.190464 -0.67 0.57 -0.62 0.0013
H -2.598356 5.053758 -0.705844 0.02 -0.94 -0.69 0.0005
H -2.632569 6.282160 1.216595 0.22 0.57 0.26 0.0002
H -4.190657 6.968926 0.643877 -0.20 -0.16 0.16 0.0002
H -2.474128 8.297075 -0.203172 -0.36 0.76 -0.68 0.0006
H -3.203523 7.301884 -1.642516 -0.49 0.68 0.11 0.0007
H 0.308779 7.012676 -2.308278 -0.54 -0.43 -0.07 0.0018
H -0.411719 8.498464 -1.784112 0.14 0.43 0.00 0.0018
H -1.323517 7.589487 -2.947743 0.28 -0.29 -0.52 0.0035
```
Forces are in eV/Å.

## Properties
- Molecular weight: 863.2 g mol⁻¹
- Total charge: -1
- Multiplicity: 2
- E_tot: -2888.04897 Eh